12
Properties=species:S:1:pos:R:3:lowdin_charge:R:1 method="wB97M-V/def2-TZVPD" smiles="N#C[C@]1(Br)CC=CS1" max_force_ev_per_a=4.43 multiplicity=1 lumo_ev=0.08 e_above_lowest_kj_mol=0.00 homo_ha=-0.33394 gap_ha=0.33696 charge=0
C 2.64 -1.77 0.77 -0.327
C -0.04 0.44 -0.34 -0.195
C 0.26 0.14 -1.62 -0.353
C 0.65 -0.36 0.72 -0.270
C 1.92 -0.70 0.08 -1.019
N 3.21 -2.54 1.35 0.189
S 1.45 -1.20 -1.62 0.903
Br 3.18 0.88 -0.08 0.676
H -0.76 1.13 -0.02 0.096
H -0.18 0.47 -2.53 0.069
H 0.65 0.27 1.49 0.078
H 0.13 -1.31 0.90 0.154